Arrangement a

Formula: C4H10N2
Source: OMol25
Level of theory: ωB97M-V/def2-TZVPD

Results
* SMILES: N[C@@H]1CCNC1
* Kohn-Sham gap: 10.29 eV
* HOMO level: -0.3376 hartree
* LUMO energy: 1.102 eV

```
! wB97M-V def2-TZVPD RIJCOSX def2/J DEFGRID3
* xyz 0 1
C 0.001 0.729 -0.625
C -0.392 -0.807 -0.881
C 0.102 -1.572 0.382
C 0.696 0.585 0.699
H -0.855 2.622 -0.743
H -1.754 1.498 0.040
H 0.640 1.085 -1.497
H -1.532 -0.759 -1.085
H 0.132 -1.274 -1.787
H -0.593 -1.572 1.284
H 0.479 -2.629 0.212
H 1.534 -0.868 1.705
H -0.040 0.655 1.552
H 1.397 1.360 0.732
N -1.129 1.645 -0.706
N 1.318 -0.698 0.719
*
```

Okay, here come the natural (NBO) numbers, in e, for every atom: number 1, C, carries -0.048; number 2, C, carries -0.439; number 3, C, carries -0.251; number 4, C, carries -0.258; number 5, H, carries 0.364; number 6, H, carries 0.348; number 7, H, carries 0.197; number 8, H, carries 0.224; number 9, H, carries 0.223; number 10, H, carries 0.170; number 11, H, carries 0.209; number 12, H, carries 0.350; number 13, H, carries 0.149; number 14, H, carries 0.202; number 15, N, carries -0.838; number 16, N, carries -0.603



Arrangement b

Formula: C4H10N2
Source: OMol25
Level of theory: ωB97M-V/def2-TZVPD

Results
* Kohn-Sham gap: 9.39 eV
* HOMO level: -0.3177 hartree
* LUMO energy: 0.749 eV

```
! wB97M-V def2-TZVPD RIJCOSX def2/J DEFGRID3
* xyz 0 1
C 1.866 0.669 0.380
C 1.457 -0.623 -0.507
C -1.482 0.847 -0.395
C -2.100 -0.472 0.381
H 3.109 0.364 0.816
H 1.528 1.607 -0.288
H 1.355 0.968 1.672
H 1.658 -0.624 -1.603
H 1.994 -1.565 -0.093
H -0.327 -0.821 0.538
H -1.966 1.804 -0.959
H -2.395 -1.356 -0.505
H -3.094 0.131 0.823
H -1.416 -0.632 1.218
N 0.120 -0.774 -0.466
N -0.308 0.478 -1.009
*
```

Okay, here come the natural (NBO) numbers, in e, for every atom: number 1, C, carries -0.679; number 2, C, carries -0.242; number 3, C, carries -0.028; number 4, C, carries -0.697; number 5, H, carries 0.217; number 6, H, carries 0.255; number 7, H, carries 0.203; number 8, H, carries 0.223; number 9, H, carries 0.186; number 10, H, carries 0.347; number 11, H, carries 0.227; number 12, H, carries 0.284; number 13, H, carries 0.231; number 14, H, carries 0.193; number 15, N, carries -0.475; number 16, N, carries -0.246



What are the relative energies? In eV: arrangement a 0.000; arrangement b 6.558.